Record 1
{"formula": "C5H11N", "method": "the ωB97M-V functional and the def2-TZVPD basis", "smiles": "C/C=C/CCN", "e_homo_ev": -9.097, "e_tot_ev": -6851.3909, "de_lowest_ev": 2.138, "gap_ev": 10.27, "elements": ["N", "C", "C", "C", "C", "C", "H", "H", "H", "H", "H", "H", "H", "H", "H", "H", "H"], "coordinates": [[1.186568, -2.641745, -0.203232], [-1.073584, 1.186643, 0.191580], [-1.496591, 2.113634, 1.275119], [1.502937, -1.304100, -0.598235], [-0.033476, 0.383954, 0.101438], [0.400674, -0.297124, -1.130048], [0.747848, 0.474118, -1.859482], [-1.809127, 1.352894, -0.603050], [0.640439, 0.421596, 0.999814], [0.647755, -2.784855, 0.690384], [-2.133160, 2.949709, 0.898457], [-0.432750, -0.792233, -1.474297], [1.969318, -0.843745, 0.175424], [0.456686, -3.046885, -0.883698], [-2.089222, 1.589462, 1.878116], [2.329606, -1.468074, -1.317193], [-0.813925, 2.706759, 1.858899]], "atomic_forces_ev_per_a": [[-3.6, -2.3, 0.0], [-0.8, 1.3, -0.7], [1.0, 2.9, -1.8], [0.1, -0.5, -3.7], [0.1, 1.9, 1.8], [2.6, -0.1, 1.7], [0.1, -0.9, 0.4], [0.5, -0.8, -0.5], [-0.5, -0.3, -0.9], [1.0, 0.9, -0.9], [0.2, -0.8, -0.3], [-1.7, -1.3, -1.4], [1.4, 1.4, 2.4], [1.7, 0.7, 1.0], [-2.5, -2.0, 3.0], [-0.5, 0.5, -0.2], [1.1, -0.5, 0.3]]}

=====

Record 2
{"formula": "C24H33CeClI2P2Sb", "method": "the ωB97M-V functional and the def2-TZVPD basis", "s2": 0.7513, "e_homo_ev": [-13.447, -13.446], "total_charge": 2, "e_tot_ev": -92177.8849, "gap_ev": [5.47, 5.47], "spin_multiplicity": 2, "elements": ["Ce", "I", "I", "Sb", "Cl", "P", "P", "C", "C", "C", "C", "C", "C", "C", "C", "C", "C", "C", "C", "C", "C", "C", "C", "C", "C", "C", "C", "C", "C", "C", "C", "H", "H", "H", "H", "H", "H", "H", "H", "H", "H", "H", "H", "H", "H", "H", "H", "H", "H", "H", "H", "H", "H", "H", "H", "H", "H", "H", "H", "H", "H", "H", "H", "H"], "coordinates": [[1.938426, 2.016451, -1.134049], [4.638250, 4.409460, -2.887941], [5.286905, 2.486724, -1.160434], [-0.478588, -0.753276, 0.104937], [0.305327, 3.697755, -2.040528], [0.914112, 0.556939, -3.391735], [1.070122, 3.224693, 1.344418], [-3.891974, 1.592039, 1.590868], [-1.685507, -2.513836, -0.660219], [-2.780222, -4.645661, -0.210943], [2.683615, -3.643480, 2.701941], [0.878823, -1.993033, 1.336067], [-3.687556, 1.702696, 2.976213], [-2.990215, 0.867629, 0.813294], [-2.541573, 1.100371, 3.602926], [-1.887738, 0.227642, 1.438554], [-1.795194, -2.711747, -2.047913], [-1.642621, 0.386280, 2.799101], [-2.437988, -3.875062, -2.523167], [-2.940190, -4.823806, -1.603333], [-0.819382, 0.721602, -4.012886], [-2.128289, -3.484762, 0.242537], [2.053703, 1.550602, -4.528800], [1.621466, 2.255135, 2.761487], [-0.635755, 3.856457, 1.604327], [2.070692, -2.412080, 0.699945], [0.551581, -2.470051, 2.609998], [2.252141, 4.659252, 1.012936], [2.973577, -3.224343, 1.385658], [1.451660, -3.274820, 3.326282], [1.449932, -1.182283, -3.396861], [-3.465420, -5.707287, -1.962973], [-2.402189, 1.142294, 4.667692], [-4.756421, 2.034997, 1.112560], [1.205805, -3.591113, 4.325137], [-1.361546, 3.011035, 1.743447], [-0.768442, -0.094592, 3.244010], [3.893156, -3.520160, 0.897999], [-0.409085, -2.240476, 3.061719], [0.990946, 1.354641, 2.931937], [2.264242, -2.120598, -0.328710], [1.948890, 5.196162, 0.075553], [-3.143709, -5.350090, 0.509978], [3.115417, 1.551170, -4.152221], [-0.889858, 0.344714, -5.075822], [2.211717, 5.346656, 1.912452], [0.868359, -1.834376, -2.711231], [1.394326, -1.621687, -4.428416], [-2.549571, -4.021041, -3.585225], [-1.532952, 0.177434, -3.335943], [-0.642201, 4.554316, 2.489021], [1.955388, 1.143351, -5.584008], [1.802191, 2.643168, -4.483472], [-1.375920, -1.982845, -2.731958], [-3.104100, 0.778936, -0.258274], [-0.971614, 4.346877, 0.655454], [-4.409379, 2.221124, 3.596476], [-1.126510, 1.795968, -3.928804], [-1.962087, -3.365828, 1.305659], [2.631327, 1.846349, 2.572900], [3.391628, -4.254550, 3.252531], [3.291068, 4.290074, 0.769007], [1.628573, 2.884716, 3.690051], [2.480432, -1.262827, -2.999209]], "atomic_forces_ev_per_a": [[-0.5, -0.2, 0.0], [-0.1, -0.1, 0.1], [0.1, -0.1, 0.0], [-0.3, -1.3, 0.4], [0.1, 0.1, 0.0], [0.0, 0.8, 0.3], [-0.3, -0.2, -1.4], [0.4, -0.2, 0.4], [0.9, 0.6, -0.1], [0.6, 1.3, -1.3], [-1.1, 0.6, 0.1], [-0.3, 0.1, -0.6], [1.2, -0.8, 0.4], [0.9, -0.5, 1.0], [-1.2, 0.4, -1.7], [0.0, 0.3, -0.9], [-0.5, -0.7, 0.7], [-0.3, -0.1, 0.3], [0.1, 0.2, 1.2], [0.2, 0.5, 0.2], [-0.2, 0.0, -0.2], [-0.2, -0.2, -0.3], [-0.2, -0.2, -0.3], [0.3, 0.1, 1.3], [-0.2, 0.3, 0.1], [-0.6, 0.2, 0.9], [0.5, -0.1, 0.1], [-0.3, 0.1, 0.4], [-0.5, 0.0, 0.7], [1.1, 0.2, -1.7], [0.1, -0.9, -0.7], [0.2, 0.2, 0.0], [0.0, 0.2, 0.2], [0.0, 0.1, 0.1], [0.0, -0.2, 0.1], [0.9, 0.6, 0.2], [-0.3, 0.2, 0.0], [0.0, -0.1, 0.1], [0.1, 0.1, 0.0], [0.1, 0.8, -0.2], [0.1, 0.0, 0.0], [-0.2, -0.3, 1.0], [-0.1, -0.3, 0.1], [-0.8, -0.6, -0.5], [-0.1, 0.4, 1.2], [0.5, -0.6, -1.2], [0.0, 0.6, -0.5], [0.2, 0.3, 0.9], [0.0, -0.1, -0.1], [0.8, 0.2, -0.7], [-0.3, -0.6, -1.0], [0.5, 0.7, 1.2], [-0.3, -1.0, -0.2], [-0.2, -0.1, -0.1], [-0.3, 0.0, -0.1], [0.5, -0.1, 0.9], [0.1, 0.0, -0.1], [0.5, -0.8, -0.3], [-0.1, 0.1, 0.0], [-0.3, 0.4, 0.1], [-0.1, 0.1, -0.1], [-0.9, 0.3, 0.8], [0.1, -0.7, -0.6], [-0.3, 0.2, -0.5]]}